Entry 1:
C21H21BF2GaN5 | the ωB97M-V functional and the def2-TZVPD basis

**Total charge**: -2
**Gap between HOMO and LUMO (spin up / spin down)**: 4.065 / 3.522 eV
**Total energy**: -3235.9154 Eh
**Strongest force on any atom**: 3.95 eV/Å
**Energy relative to the best compared isomer or geometry (same formula, charge and spin)**: 0.0 kJ/mol

Atoms and positions in Å:
Ga -0.4702 -1.1132 1.0560
C 1.3921 -1.7621 -5.5175
C 0.7657 -1.2647 -4.2364
C -0.2441 -0.3413 -4.1904
C -0.7915 0.0882 -3.0318
C -0.2038 -0.3489 -1.7804
N -0.8909 -0.2522 -0.5993
C -1.9304 0.6324 -0.4611
C -3.0280 0.6136 -1.3105
C -3.9101 1.6706 -1.3854
C -3.7541 2.8446 -0.6401
C -4.6725 3.9549 -0.9616
C -2.7153 2.9189 0.2759
C -1.8713 1.7344 0.5138
N -1.1234 1.6869 1.6937
C -0.9195 2.6707 2.6203
C -0.3477 2.1341 3.7600
C -0.2942 0.7706 3.5287
N -0.6739 0.4423 2.2828
C 1.0154 -1.1150 -1.7786
C 1.4118 -1.5713 -3.0646
N 1.7653 -1.4086 -0.6604
C 3.1247 -1.6307 -0.6268
C 3.6774 -1.5191 0.6536
C 2.5721 -1.2337 1.4747
N 1.4416 -1.0416 0.7025
H 1.8088 -0.9177 -6.0356
H 0.8404 -2.1936 -6.3258
H 2.1396 -2.5259 -5.3651
H -0.6862 -0.1387 -5.1566
H -1.6872 0.6656 -2.9605
H -3.0982 -0.2310 -2.0003
H -4.5775 1.6621 -2.2453
H -4.1181 4.7768 -1.4959
H -5.2270 4.2288 -0.0051
H -5.4435 3.4678 -1.5277
H -2.7756 3.6653 1.0525
H -1.2089 3.7273 2.5018
H 0.0814 2.6266 4.6043
H 0.2263 0.0586 4.1630
H 2.1374 -2.3536 -3.1843
H 3.7116 -1.9884 -1.5325
H 4.6678 -1.4551 1.0521
H 2.6007 -0.7926 2.4880
F 2.2841 -1.7649 5.1394
B 3.4940 -2.4216 4.9186
F 4.3007 -1.6804 4.0200
C 3.9346 -3.6171 5.6931
H 3.1386 -3.9501 6.3576
H 4.9017 -4.0626 5.6932
H -0.7708 -2.3456 1.8341

Entry 2:
C26H42IrN7OPS3 | the ωB97M-V functional and the def2-TZVPD basis

**Total charge**: +3
**Multiplicity**: 5
**Gap between HOMO and LUMO (spin up / spin down)**: 6.399 / 5.267 eV
**Total energy**: -3113.8604 Eh
**Strongest force on any atom**: 0.65 eV/Å
**⟨S²⟩**: 6.020

Atoms and positions in Å:
Ir 0.0210 0.3828 0.4958
S 1.9446 -0.9829 0.4407
C 2.5857 -0.7053 2.0257
N 3.8482 -0.8107 2.2797
C 4.3440 -0.5506 3.6449
C 3.3965 -1.1407 4.6464
N 2.0347 -0.6380 4.3890
C 1.1452 -0.4694 5.5717
C 0.9226 0.9858 5.9156
C -0.3678 1.4783 6.0491
C -0.5725 2.8012 6.4172
C 0.5127 3.6351 6.6419
C 1.8065 3.1441 6.5152
C 2.0106 1.8211 6.1576
C 1.6367 -0.4005 3.1738
S 0.0630 0.1883 2.8781
C 4.9088 -1.1177 1.2689
C 5.6118 -2.4036 1.6121
C 6.8642 -2.3832 2.2180
C 7.5209 -3.5743 2.4952
C 6.9278 -4.7839 2.1656
C 5.6746 -4.8084 1.5644
C 5.0186 -3.6206 1.2853
H 4.4449 0.5300 3.7729
H 5.3226 -1.0139 3.7402
H 3.6899 -0.8343 5.6474
H 3.3867 -2.2330 4.6119
H 1.6396 -0.9906 6.3900
H 0.2003 -0.9745 5.3691
H -1.2178 0.8240 5.8909
H -1.5802 3.1751 6.5391
H 0.3527 4.6635 6.9366
H 2.6531 3.7842 6.7251
H 3.0257 1.4385 6.1036
H 5.6020 -0.2751 1.2824
H 4.4394 -1.1742 0.2928
H 7.3476 -1.4400 2.4521
H 8.4995 -3.5553 2.9553
H 7.4489 -5.7107 2.3642
H 5.2178 -5.7532 1.3019
H 4.0479 -3.6408 0.7996
C 3.3556 4.9657 -0.3469
N 2.5701 3.7736 -0.0003
C 3.3149 2.7814 0.7625
P 1.2225 3.3747 -0.8390
O 0.5900 2.1726 -0.0862
N 0.3282 4.7232 -0.8477
C -0.7422 4.9507 -1.8312
C 0.1101 5.4662 0.4050
N 1.4359 2.9521 -2.3957
C 1.3919 1.5814 -2.8988
C 2.0678 3.8949 -3.3303
H 3.7355 5.4206 0.5684
H 2.7329 5.6980 -0.8523
H 4.2047 4.7145 -0.9862
H 3.8487 3.2897 1.5675
H 4.0512 2.2498 0.1481
H 2.6309 2.0603 1.2052
H -0.5520 4.4006 -2.7465
H -0.7837 6.0142 -2.0627
H -1.7121 4.6500 -1.4298
H 0.9277 5.2952 1.0995
H -0.8289 5.1651 0.8736
H 0.0570 6.5313 0.1830
H 0.9474 0.9112 -2.1685
H 2.3937 1.2199 -3.1437
H 0.7878 1.5441 -3.8071
H 1.9508 4.9189 -2.9855
H 1.5850 3.8088 -4.3040
H 3.1306 3.6780 -3.4535
C -2.2817 -4.2097 -0.5090
N -2.0254 -2.7954 -0.2171
C -2.1061 -1.8381 -1.1097
N -2.4036 -2.0936 -2.3695
S -1.9143 -0.1389 -0.6702
H -2.2055 -4.7701 0.4166
H -1.5444 -4.5945 -1.2139
H -3.2879 -4.3400 -0.9091
H -1.8577 -2.5229 0.7379
H -2.6456 -3.0225 -2.6849
H -2.5010 -1.3379 -3.0299

Entry 3:
C22H61BO11P3 | the ωB97M-V functional and the def2-TZVPD basis

**Total charge**: +1
**Gap between HOMO and LUMO**: 5.345 eV
**Total energy**: -2751.0440 Eh
**Strongest force on any atom**: 6.21 eV/Å

Atoms and positions in Å:
C -6.9794 -0.1455 -1.0903
C -6.1445 -1.4891 -1.6365
O -4.7389 -1.1108 -1.6429
B -3.8307 -2.0862 -1.0479
O -4.1336 -3.3657 -0.3931
P -1.9370 -1.6002 -1.0749
O -1.2865 -1.6815 -2.7260
P -1.9130 0.4952 -0.3281
P -0.4025 0.4774 1.2468
O -0.0017 1.9798 1.5377
O -1.0511 -0.3516 2.6534
O 0.9377 -0.5009 0.6299
H -6.2164 0.6626 -0.6755
H -7.6664 -0.4365 -0.1698
H -7.6610 0.3210 -1.9184
H -6.4592 -2.3513 -0.9177
H -6.5064 -1.6340 -2.7578
H -4.5269 -4.0094 -1.0569
H -1.1376 -2.4365 -0.2125
H -0.2781 -1.7701 -2.6299
H -1.5692 1.3777 -1.4230
H -1.7263 0.2355 3.1354
H 0.8288 -0.6237 -0.3669
C -0.5784 -4.1732 7.6502
C -1.4844 -3.5035 6.6323
O -1.0930 -2.1683 6.3137
C 0.2066 -2.0079 5.7512
C 0.3975 -2.7521 4.4418
H -0.5385 -3.5854 8.5736
H -0.9477 -5.1762 7.8878
H 0.4453 -4.2723 7.2825
H -2.4958 -3.4410 7.0478
H -1.5645 -4.1017 5.7179
H 0.9717 -2.2872 6.4816
H 0.3366 -0.9342 5.5668
H 0.2913 -3.8326 4.5677
H 1.3953 -2.5594 4.0343
H -0.3502 -2.4338 3.7068
C -2.7995 -5.3020 -3.9325
C -1.4968 -4.5608 -4.1748
O -0.3362 -5.3518 -3.9200
C -0.1918 -6.5331 -4.7041
C -0.1140 -6.2654 -6.1964
H -2.8433 -5.6744 -2.9034
H -3.6534 -4.6378 -4.1024
H -2.9086 -6.1630 -4.5956
H -1.4462 -3.7047 -3.4936
H -1.4573 -4.1486 -5.1893
H -0.9908 -7.2425 -4.4693
H 0.7437 -7.0081 -4.3835
H -1.0283 -5.8018 -6.5757
H 0.0394 -7.2003 -6.7451
H 0.7150 -5.5852 -6.4217
C 1.6686 3.6547 -0.4046
C 2.6872 4.7518 -0.6580
O 2.8421 5.0763 -2.0394
C 1.6779 5.5485 -2.7122
C 1.1053 6.8211 -2.1143
H 1.9384 2.7465 -0.9541
H 1.6208 3.4181 0.6634
H 0.6667 3.9456 -0.7277
H 3.6669 4.4114 -0.3061
H 2.4506 5.6538 -0.0827
H 0.9229 4.7582 -2.7607
H 1.9765 5.7510 -3.7482
H 0.7778 6.6749 -1.0817
H 0.2413 7.1611 -2.6943
H 1.8598 7.6157 -2.1083
C 1.7761 -6.4309 2.9732
C 2.5734 -6.1443 4.2332
O 3.5096 -7.1711 4.5600
C 4.5172 -7.4402 3.5888
C 5.4004 -6.2438 3.2827
H 1.2411 -7.3821 3.0659
H 1.0472 -5.6338 2.7937
H 2.4173 -6.5023 2.0919
H 1.8818 -6.0723 5.0793
H 3.0823 -5.1760 4.1693
H 4.0657 -7.8435 2.6776
H 5.1426 -8.2415 4.0015
H 4.8303 -5.4150 2.8552
H 6.1807 -6.5180 2.5654
H 5.8773 -5.8747 4.1975
C 2.1944 12.0499 -1.0332
C 1.7229 10.7211 -1.5967
O 0.3438 10.7164 -1.9648
C -0.0465 11.6535 -2.9651
C 0.6713 11.4626 -4.2892
H 1.5938 12.3317 -0.1617
H 3.2445 11.9843 -0.7300
H 2.1072 12.8570 -1.7638
H 1.8430 9.9499 -0.8285
H 2.3412 10.4081 -2.4454
H 0.0727 12.6753 -2.5928
H -1.1223 11.5094 -3.1252
H 1.7504 11.6073 -4.1924
H 0.3029 12.1788 -5.0307
H 0.5107 10.4478 -4.6701

Entry 4:
C18H21N3O | the ωB97M-V functional and the def2-TZVPD basis

**Gap between HOMO and LUMO**: 9.039 eV
**Total energy**: -937.8925 Eh
**SMILES**: CN(C)N1C(=O)[C@](CCN)(c2ccccc2)c2ccccc21
**Strongest force on any atom**: 4.57 eV/Å
**Energy relative to the best compared isomer or geometry (same formula, charge and spin)**: 372.3 kJ/mol

Atoms and positions in Å:
C 3.7428 0.8048 -1.2143
N 2.7238 1.2065 -0.1071
C 3.4316 1.6943 1.0709
N 1.4807 0.5104 -0.1331
C 0.1837 1.0685 -0.4150
O 0.0323 2.1816 -0.8897
C -0.9155 0.0780 -0.2454
C -1.8181 -0.0213 -1.5207
C -1.0219 -0.4745 -2.8616
N -1.8494 -0.1412 -4.0668
C -1.8592 0.4681 0.8987
C -2.5973 1.5976 0.8128
C -3.4092 2.0604 1.8409
C -3.3496 1.4183 3.1206
C -2.5900 0.2575 3.2353
C -1.8748 -0.1850 2.1727
C -0.0973 -1.2154 0.0501
C -0.3619 -2.5443 0.2190
C 0.6387 -3.4183 0.5560
C 1.9368 -3.0528 0.7513
C 2.3041 -1.7327 0.5282
C 1.2905 -0.8565 0.1998
H 4.4724 -0.0537 -0.9579
H 4.3533 1.7213 -1.2584
H 3.2210 0.5635 -2.1903
H 4.1612 2.3073 0.7737
H 2.8231 2.2568 1.7694
H 3.9007 0.8882 1.6050
H -2.5271 -0.7675 -1.4575
H -2.3494 0.9198 -1.6408
H -0.1320 0.0874 -2.9620
H -0.7184 -1.4781 -2.7813
H -2.2028 0.8386 -4.0273
H -1.4648 -0.4245 -5.0570
H -2.6207 2.3050 -0.0756
H -4.1379 2.9814 1.7496
H -3.9688 1.8235 3.8386
H -2.5972 -0.2632 4.2817
H -1.2032 -0.9371 2.3736
H -1.3842 -2.9146 -0.1029
H 0.2282 -4.4820 0.5051
H 2.8112 -3.7417 0.9972
H 3.3144 -1.3345 0.6147

Entry 5:
C20H19F3IrN2O4Si | the ωB97M-V functional and the def2-TZVPD basis

**Total charge**: +2
**Multiplicity**: 2
**Gap between HOMO and LUMO (spin up / spin down)**: 5.939 / 4.936 eV
**Total energy**: -1876.7435 Eh
**Strongest force on any atom**: 1.22 eV/Å
**⟨S²⟩**: 0.768
**Energy relative to the best compared isomer or geometry (same formula, charge and spin)**: 194.7 kJ/mol

Atoms and positions in Å:
Ir 0.4922 0.2806 -0.2308
O -5.8700 -3.4412 -3.1214
C -5.1389 -3.2745 -2.0185
O -5.5075 -3.6886 -0.9609
C -3.8022 -2.5597 -2.1310
C -3.0795 -2.4524 -0.9467
C -1.8550 -1.8147 -0.9318
C -1.3446 -1.2799 -2.1120
C -2.0581 -1.3666 -3.2989
C -3.2830 -2.0135 -3.3019
N -0.0929 -0.6137 -2.0384
C 0.7082 -0.4621 -3.0258
C 1.8980 0.3357 -2.7520
C 2.8720 0.6615 -3.6601
C 3.9381 1.4745 -3.2523
C 3.9827 1.9373 -1.9533
C 2.9671 1.5791 -1.0739
N 1.9672 0.7911 -1.4650
H -5.4646 -3.0842 -3.9183
H -3.4982 -2.8839 -0.0480
H -1.2962 -1.7801 -0.0003
H -1.7045 -0.9012 -4.2103
H -3.8214 -2.0567 -4.2398
H 0.5224 -0.9018 -4.0004
H 2.8034 0.3025 -4.6780
H 4.7135 1.7409 -3.9581
H 4.7828 2.5737 -1.6038
H 2.9399 1.9209 -0.0482
F -3.1069 3.0542 -0.5933
C -1.9319 3.6034 -0.8968
F -2.0456 4.3173 -1.9982
F -1.5372 4.3812 0.1063
C -0.9021 2.4614 -1.1207
O -0.3879 2.1951 -2.1705
O -0.6697 1.8286 0.0250
C 0.2856 -1.2546 5.2700
Si 1.5878 -0.0603 4.7159
C 3.3217 -0.7161 4.7430
C 1.3997 1.6751 5.3475
C 1.2029 0.1529 2.8280
C 0.7934 0.3338 1.6468
H 0.4119 -1.4584 6.3371
H 0.3612 -2.2136 4.7564
H -0.7188 -0.8506 5.1401
H 3.6261 -0.8703 5.7820
H 4.0317 -0.0147 4.3038
H 3.4080 -1.6814 4.2434
H 1.6010 1.6814 6.4225
H 0.3873 2.0542 5.2080
H 2.1110 2.3586 4.8834

Entry 6:
C6H15NO2 | the ωB97M-V functional and the def2-TZVPD basis

**Gap between HOMO and LUMO (spin up / spin down)**: 8.684 / 8.685 eV
**Total energy**: -442.6855 Eh
**Strongest force on any atom**: 2.37 eV/Å
**Energy relative to the best compared isomer or geometry (same formula, charge and spin)**: 513.9 kJ/mol

Atoms and positions in Å:
C -0.7887 -0.5462 0.4718
C 0.7184 -0.6500 0.7642
C -1.0597 0.4796 -0.6409
C 3.5344 0.9222 -0.7571
C -1.5229 -0.1985 1.7680
C -2.5171 0.5709 -1.0909
N 1.5569 -1.3061 -0.0686
O 2.1888 0.5316 -0.7177
O -1.2759 -1.8044 -0.0450
H -1.1461 -2.4811 0.6297
H 1.1200 -1.4632 -0.9804
H 0.9974 -0.7599 1.8146
H 1.4032 0.4735 0.3495
H -0.4325 0.2203 -1.4972
H -0.7106 1.4542 -0.2915
H 3.6023 2.0139 -0.8570
H 4.0152 0.4899 -1.6413
H 4.0920 0.6087 0.1350
H -1.3039 -0.9397 2.5414
H -1.2142 0.7799 2.1404
H -2.5999 -0.1922 1.6077
H -2.8845 -0.4052 -1.4054
H -2.6056 1.2598 -1.9328
H -3.1669 0.9419 -0.2965

> Number 1 is which compound?

C21H21BF2GaN5